A structure of composition C18H12ClN5O4Pd at a distorted geometry. Source: the Open Molecules 2025 dataset; level of theory: wB97M-V/def2-TZVPD.

- Kohn-Sham gap (eV) = 4.76
- relative energy (zero: lowest compared OMol25 entry of this formula, charge and spin) (kcal per mole) = 0.0

The geometry in ORCA input format:
```
! RIJCOSX wB97M-V def2-TZVPD def2/J DEFGRID3
* xyz -2 1
Pd -0.14636 -1.21023 -0.20764
C -2.77483 -2.63318 2.95581
C -3.44668 -1.46822 3.40005
C -3.04174 -0.25388 2.97531
C -1.92865 -0.10863 2.04869
N -1.37960 -1.27665 1.50562
C -1.76945 -2.46636 2.03848
N -1.51003 1.09486 1.83751
C -0.46930 1.45110 1.01440
N 0.25325 0.65969 0.15519
C 1.17038 1.41359 -0.53835
N 2.05433 1.01127 -1.51354
C 2.15153 -0.19325 -1.97201
C 3.15521 -0.42168 -3.00535
C 3.40666 -1.64750 -3.50504
C 2.66838 -2.76216 -3.01376
C 1.70739 -2.51267 -2.08142
N 1.40406 -1.29315 -1.56973
C 1.05296 2.72870 -0.09337
C 1.70919 3.93152 -0.45825
C 1.33293 5.10258 0.13926
C 0.28686 5.12721 1.12601
C -0.36167 3.98027 1.49222
C 0.00976 2.75421 0.88499
H -3.01757 -3.62967 3.29160
H -4.27587 -1.55603 4.09564
H -3.49009 0.66742 3.32054
H -0.71537 -3.47199 0.79700
H 3.68872 0.46042 -3.33479
H 4.15949 -1.78168 -4.27576
H 2.83928 -3.77182 -3.35924
H 1.11231 -3.32939 -1.70724
H 2.49422 3.90932 -1.20586
H 1.82073 6.03178 -0.13731
H 0.00912 6.07452 1.57711
H -1.15473 3.99235 2.23179
O -2.96041 -3.67865 -1.89908
Cl -2.20884 -2.55826 -1.35016
O -1.09420 -3.58584 1.69046
O -1.92740 -1.63232 -2.43847
O -0.81397 -3.14763 -0.91131
*
```

=====

An isolated molecule of C18H12F4N2O2 at a distorted geometry. Source: the Open Molecules 2025 dataset; level of theory: wB97M-V/def2-TZVPD.

- Kohn-Sham gap (eV) = 9.47
- relative energy (zero: lowest compared OMol25 entry of this formula, charge and spin) (kcal per mole) = 18.0
- SMILES string = Cc1cn(C(c2cc(F)cc(F)c2)c2cc(F)cc(F)c2)c(=O)[nH]c1=O

The geometry in ORCA input format:
```
! RIJCOSX wB97M-V def2-TZVPD def2/J DEFGRID3
* xyz 0 1
C -2.58717 -0.55270 2.29918
C -1.10314 -0.60969 2.37446
C -0.35505 -1.74864 2.44509
N 1.03468 -1.74898 2.61118
C 1.94008 -2.88057 2.54701
C 1.56187 -3.98620 1.58168
C 1.42766 -5.33836 1.89775
C 1.39020 -6.27642 0.86787
F 1.55730 -7.60113 1.19803
C 1.31483 -5.92083 -0.47284
C 1.30635 -4.55504 -0.75076
F 1.14996 -4.14796 -2.05458
C 1.49261 -3.59462 0.24199
C 2.65341 -3.25292 3.83369
C 3.14837 -2.17496 4.57098
C 3.48513 -2.31063 5.91046
F 3.81701 -1.17803 6.61504
C 3.55983 -3.56140 6.51662
C 3.33294 -4.65084 5.67308
F 3.55062 -5.91819 6.16525
C 3.00194 -4.52286 4.31572
C 1.71195 -0.50023 2.46438
O 2.93889 -0.34000 2.41673
N 0.90870 0.61457 2.36408
C -0.47215 0.73605 2.35652
O -0.98152 1.84067 2.32756
H -2.93368 0.48709 2.28221
H -3.01058 -1.02356 1.40746
H -3.07918 -1.02272 3.15423
H -0.87098 -2.69966 2.44561
H 2.83814 -2.51011 1.99206
H 1.32588 -5.64124 2.93755
H 1.34036 -6.67438 -1.26190
H 1.57233 -2.54264 -0.01633
H 3.24455 -1.21409 4.10649
H 3.90262 -3.68006 7.54410
H 3.02454 -5.39323 3.65649
H 1.44034 1.46376 2.34319
*
```

=====

A structure of composition C18H12LiN2OS2 at a distorted geometry. Source: the Open Molecules 2025 dataset; level of theory: wB97M-V/def2-TZVPD.

- <S²> = 0.7758
- Kohn-Sham gap (spin up / spin down) (eV) = 2.44 / 4.31

The geometry in ORCA input format:
```
! RIJCOSX wB97M-V def2-TZVPD def2/J DEFGRID3
* xyz -2 2
Li 0.50395 0.07197 0.03100
O 2.59780 0.07346 0.03100
N 3.36916 1.14625 0.03100
C 4.69243 0.96691 0.03100
C 5.46524 2.05311 -0.24800
C 4.93095 3.33547 -0.24800
C 3.60401 3.55773 0.03100
C 2.71988 2.37990 0.03100
S 0.98768 2.42737 0.03100
H 5.06355 -0.05108 0.03100
H 6.53865 1.91850 -0.24800
H 5.57324 4.16945 -0.24800
H 3.13119 4.50838 0.03100
S -3.66899 -1.88904 0.03100
C -4.05422 -0.21635 0.03100
C -5.35231 0.35665 0.03100
C -5.40835 1.72125 0.03100
C -4.28204 2.55754 0.03100
C -3.00074 2.01794 0.03100
C -2.86364 0.58260 0.03100
N -1.68106 -0.13605 0.03100
C -1.96087 -1.43864 0.03100
C -0.93653 -2.48327 0.03100
C -1.24968 -3.84418 0.03100
C -0.23403 -4.78228 0.03100
C 1.11300 -4.37620 0.03100
C 1.44149 -2.97407 0.03100
C 0.39512 -2.12310 0.03100
H -6.28730 -0.25679 0.03100
H -6.32755 2.22923 0.03100
H -4.49657 3.59242 0.03100
H -2.06649 2.50681 0.03100
H -2.28636 -4.10234 0.03100
H -0.40706 -5.84790 0.03100
H 1.96152 -5.04095 0.03100
H 2.47490 -2.61069 0.03100
*
```

=====

A structure of composition C18H13BBrF4IN3O4ReSbSe4. Source: the Open Molecules 2025 dataset; level of theory: wB97M-V/def2-TZVPD.

- <S²> = 3.7852
- Kohn-Sham gap (spin up / spin down) (eV) = 5.57 / 5.64
- relative energy (zero: lowest compared OMol25 entry of this formula, charge and spin) (kcal per mole) = 2.3

The geometry in ORCA input format:
```
! RIJCOSX wB97M-V def2-TZVPD def2/J DEFGRID3
* xyz -2 4
Re -0.02654 -0.42428 1.01930
Se 1.02987 -4.26066 3.93258
Sb -0.04304 -2.11495 4.06555
Se 1.38853 -0.27917 3.02255
Se -1.71474 -1.76808 2.12390
Se -1.04355 -1.35021 6.10965
F 1.45468 0.84416 -0.11272
B 1.83230 2.08352 -0.82765
F 3.13879 2.36887 -0.52145
F 0.95686 3.09023 -0.41790
F 1.65641 1.82864 -2.19806
N -1.11702 1.89512 -3.77424
C -1.32853 0.74378 -3.03982
C -0.99376 0.73171 -1.67909
N -1.07415 -0.38031 -0.97799
C -1.58906 -1.47701 -1.55926
C -1.99285 -1.41121 -2.87306
N -1.84433 -0.32001 -3.63239
H -0.31007 2.41852 -3.45871
H -1.11143 1.72012 -4.76726
H -0.64016 1.62499 -1.18691
H -1.63017 -2.37996 -0.96797
H -2.42563 -2.28105 -3.35123
Br 2.54988 -1.90896 -2.62625
C 3.06581 -3.37902 -1.54148
C 4.24411 -4.04365 -1.85030
C 4.63574 -5.12966 -1.08374
C 3.84586 -5.55505 -0.02325
C 2.66043 -4.89866 0.26282
C 2.26296 -3.79718 -0.49016
C 0.95525 -3.13733 -0.13211
O -0.08088 -3.76245 -0.25411
O 1.10724 -1.90371 0.23389
H 4.84524 -3.70469 -2.68345
H 5.56179 -5.64146 -1.31730
H 4.15506 -6.39572 0.58506
H 2.03521 -5.20111 1.09396
I -3.01370 7.90538 2.62068
C -2.71725 5.87566 2.17624
C -1.42743 5.37297 2.12900
C -1.23887 4.02837 1.83695
C -2.33151 3.20681 1.59094
C -3.61622 3.73257 1.63550
C -3.82032 5.07121 1.93436
C -2.14996 1.74756 1.24796
O -3.08893 1.08977 0.83542
O -0.92101 1.34967 1.38921
H -0.57789 6.01569 2.31438
H -0.24464 3.60796 1.77975
H -4.44815 3.07109 1.43215
H -4.82028 5.48119 1.97608
*
```

=====

A structure of composition C18H13BF9IrN2O6S at a distorted geometry. Source: the Open Molecules 2025 dataset; level of theory: wB97M-V/def2-TZVPD.

- Kohn-Sham gap (eV) = 6.94
- relative energy (zero: lowest compared OMol25 entry of this formula, charge and spin) (kcal per mole) = 41.0

The geometry in ORCA input format:
```
! RIJCOSX wB97M-V def2-TZVPD def2/J DEFGRID3
* xyz 0 1
Ir 0.43362 0.49155 1.23938
F 3.07463 -5.12921 3.21548
C 2.39532 -3.98517 3.28497
C 2.32881 -3.15045 2.18761
F 2.93573 -3.47793 1.04461
C 1.60611 -1.98431 2.29923
F 1.51148 -1.14343 1.18354
C 0.93857 -1.58616 3.43224
S 0.03432 -0.10729 3.47440
C 1.02289 -2.44446 4.52453
F 0.39939 -2.13145 5.65671
C 1.73809 -3.62543 4.45576
F 1.79674 -4.43310 5.50870
O -0.59569 2.28108 0.98485
C -0.47677 3.07575 0.04007
C 0.21626 2.92238 -1.19142
C 0.18779 4.00294 -2.08925
C 0.86603 3.93206 -3.26910
C 1.65750 2.80776 -3.58156
C 1.69451 1.74455 -2.73187
C 0.92573 1.72643 -1.53057
O 0.85659 0.65067 -0.84382
N 0.78118 5.03820 -4.21582
O 0.07644 5.98518 -3.92248
O 1.41936 4.94449 -5.24679
H -0.97634 4.04205 0.17590
H -0.37112 4.89995 -1.85440
H 2.23027 2.81889 -4.49804
H 2.30266 0.87506 -2.94154
O -1.95397 -2.22047 1.93024
C -1.73038 -1.83168 0.81677
O -0.98294 -0.86073 0.37548
C -2.42969 -2.52925 -0.38610
N -1.76008 -2.03232 -1.65439
C -2.80071 -1.45119 -2.54868
C -3.84165 -0.94462 -1.56057
C -3.88718 -2.06154 -0.50975
H -2.33199 -3.60491 -0.27471
H -1.16691 -2.72106 -2.10761
H -1.15147 -1.27238 -1.22689
H -3.20968 -2.23960 -3.17910
H -2.36237 -0.67703 -3.17415
H -4.80498 -0.78058 -2.03674
H -3.50972 -0.00723 -1.11189
H -4.52565 -2.87656 -0.85068
H -4.25789 -1.72021 0.45386
F 3.22130 3.38885 1.78565
B 3.20987 2.22911 2.51566
F 2.25504 1.28371 1.69479
F 4.39240 1.54761 2.51454
F 2.61852 2.34148 3.74296
*
```